1.
# C32H45AsN3OW

A molecular structure, C32H45AsN3OW in a non-equilibrium geometry (ωB97M-V with the def2-TZVPD basis set, OMol25).

- Spin multiplicity: 3
- HOMO-LUMO gap (alpha / beta): 5.16 / 5.16 eV
- Total charge: +3
- LUMO energy (alpha / beta): -10.68 / -10.68 eV
- Highest occupied orbital energy (alpha / beta): -15.84 / -15.84 eV
- Energy relative to the best compared isomer or geometry (same formula, charge and spin): 0.008 eV
- ⟨S²⟩: 2.015

Last column: Mulliken charge in e.
CARTESIAN COORDINATES (ANGSTROEM)
1 W -0.02706 0.74219 -0.18860  0.0132
2 C -1.09324 -0.83638 3.64515  -1.3529
3 C -1.71123 0.48041 3.41367  1.3396
4 C -1.81321 1.36538 4.43852  -0.7560
5 C -2.29505 2.67096 4.25763  -1.0537
6 C -2.58607 3.06336 2.95716  -0.8743
7 C -2.41717 2.26486 1.83243  0.9223
8 C -2.59916 2.80827 0.43377  -1.5431
9 C -2.04141 0.93860 2.06187  -0.5183
10 N -1.73040 0.14383 0.91798  0.2496
11 C -2.14417 -1.05645 0.65526  1.4495
12 C -3.13351 -1.79109 1.49245  -2.1110
13 C -1.69008 -1.57614 -0.70382  0.9862
14 C -2.16560 -2.88269 -1.17576  -1.9866
15 N -0.89917 -0.76791 -1.33417  1.0715
16 C -0.53242 -0.88663 -2.76811  -1.0957
17 C 0.62433 -1.56841 -3.08703  1.3205
18 C 1.48948 -2.24075 -2.09543  -1.3955
19 C 0.87474 -1.65723 -4.45413  -0.9652
20 C 0.12383 -0.99586 -5.37942  -1.0164
21 C -0.99787 -0.30093 -5.04338  -0.7135
22 C -1.36192 -0.26439 -3.68115  0.8647
23 C -2.69962 0.31994 -3.28029  -1.1168
24 H -0.44793 -0.72617 4.54214  0.5716
25 H -0.43660 -1.23205 2.88190  0.1522
26 H -1.76823 -1.57209 3.95101  0.4580
27 H -1.48489 1.06475 5.42702  0.5531
28 H -2.31835 3.42429 5.02250  0.4391
29 H -2.85133 4.09757 2.79437  0.4868
30 H -3.24309 3.67444 0.42966  0.5880
31 H -2.96915 2.07930 -0.28824  0.3065
32 H -1.64493 3.21815 0.02845  0.2743
33 H -3.65553 -1.16894 2.23107  0.4105
34 H -2.68736 -2.59066 2.11456  0.2991
35 H -3.85614 -2.34552 0.88721  0.5838
36 H -2.26008 -3.66712 -0.42620  0.5142
37 H -1.50833 -3.36439 -1.92378  0.3562
38 H -3.12649 -2.75982 -1.65540  0.4233
39 H 2.57575 -2.21596 -2.41825  0.5116
40 H 1.19042 -3.28198 -2.04287  0.4388
41 H 1.36487 -1.89707 -1.05594  -0.2588
42 H 1.77674 -2.17880 -4.69417  0.5588
43 H 0.43273 -1.14521 -6.41724  0.4710
44 H -1.68506 0.17515 -5.74941  0.5431
45 H -3.07688 0.89872 -4.11647  0.5222
46 H -2.52977 0.98377 -2.43147  0.0929
47 H -3.45566 -0.43586 -3.01068  0.2605
48 C 0.08781 3.43420 -3.84558  -0.8415
49 As 1.43586 2.96201 -2.59397  0.7527
50 C 2.42280 4.26221 -1.75017  -1.1372
51 C 2.51113 1.74519 -3.43952  -0.6517
52 O 0.64788 2.16556 -1.25037  -0.3253
53 H 0.58027 3.76465 -4.76141  0.4586
54 H -0.55415 4.25865 -3.57044  0.4071
55 H -0.50114 2.57125 -4.03355  0.1324
56 H 2.76311 4.97333 -2.51098  0.4536
57 H 3.32939 3.85456 -1.29657  0.4027
58 H 1.84743 4.79633 -0.98123  0.3756
59 H 2.85020 2.16813 -4.41470  0.4872
60 H 1.99448 0.77372 -3.57010  -0.0238
61 H 3.40554 1.55867 -2.84816  0.4044
62 C 3.14769 -3.54872 2.84860  -1.1444
63 N 1.78387 -2.89057 2.60944  0.0661
64 C 0.74960 -3.93074 2.50197  -0.8184
65 C 1.76088 -2.01596 1.45831  -0.7199
66 C 2.15085 -0.58160 1.83540  0.7586
67 C 3.04603 -0.24410 2.87081  -0.6852
68 C 2.99044 0.99157 3.42748  -0.7255
69 C 2.17913 2.02496 2.89581  -1.0221
70 C 1.44671 1.77540 1.77667  -1.2121
71 C 1.40672 0.47556 1.26243  1.6854
72 H 2.98407 -4.60010 3.07771  0.4296
73 H 3.52515 -3.10187 3.75355  0.4066
74 H 3.77634 -3.43640 1.97414  0.3261
75 H 0.81389 -4.51563 1.56455  0.3527
76 H -0.30768 -3.49458 2.62733  -0.0349
77 H 0.78846 -4.62688 3.31994  0.4952
78 H 0.70315 -2.04587 1.16599  -0.0912
79 H 2.36428 -2.33386 0.59380  0.9458
80 H 3.67429 -0.99125 3.28083  0.5408
81 H 3.70372 1.23958 4.21554  0.4649
82 H 2.14222 2.95630 3.43173  0.5135
83 H 0.84087 2.59889 1.38043  0.2991

2.
# C32H45BBrCaF5N3O13P2S

A molecular structure, C32H45BBrCaF5N3O13P2S in a non-equilibrium geometry (ωB97M-V with the def2-TZVPD basis set, OMol25).

- HOMO-LUMO gap: 3.51 eV
- Total charge: +1
- LUMO energy: -4.00 eV
- Highest occupied orbital energy: -7.51 eV

Last column: Mulliken charge in e.
CARTESIAN COORDINATES (ANGSTROEM)
1 C -0.26710 -5.07750 -1.02171  -0.6702
2 C -0.12826 -4.32993 -0.08337  -0.3528
3 C -0.15196 -3.39391 1.10007  -2.1009
4 C -0.73788 -2.00581 0.90938  -0.4662
5 O -0.01984 -1.14486 -0.01008  -0.4962
6 C 1.38400 -1.17331 0.03149  2.2895
7 C 2.11832 -0.83198 1.33037  -2.4961
8 O 2.00302 -1.88343 2.29144  -0.2292
9 O 3.11203 -1.78874 3.17380  -0.5306
10 C 2.02636 -2.41422 -0.63053  1.3200
11 C 3.06145 -3.14362 -0.03884  -1.4789
12 C 3.59281 -4.26556 -0.66714  -0.7790
13 C 3.12203 -4.67176 -1.90930  -0.4188
14 C 2.13262 -3.92389 -2.51709  -0.9073
15 C 1.59288 -2.82522 -1.87944  -0.4149
16 C 1.80598 0.01573 -0.90453  0.4938
17 F 1.09209 0.01060 -2.04281  -0.2327
18 F 1.60986 1.19791 -0.32557  -0.1888
19 F 3.10213 -0.08335 -1.25774  -0.3028
20 B -0.90061 -1.31561 2.42362  1.4346
21 O -0.37695 -1.97506 3.54709  -1.1010
22 N -1.49993 -0.02685 2.52386  -0.1137
23 C -0.52089 1.08499 2.36723  -0.8108
24 C -2.16310 0.14784 3.82414  -1.1336
25 C -2.17549 -2.19398 0.40404  1.3564
26 C -2.84669 -0.89907 -0.11036  -1.8021
27 C -2.82624 -0.66750 -1.63077  -0.6463
28 C -4.10979 0.10567 -2.01380  -0.9900
29 S -5.47778 -0.96159 -2.32505  1.2800
30 O -5.04534 -2.08921 -3.09558  -0.6446
31 O -6.16363 -1.20269 -1.09606  -0.6201
32 O -6.44937 -0.07866 -3.22197  -0.4813
33 O -2.08804 -3.18147 -0.55969  -0.1715
34 C -3.20416 -3.92189 -1.01812  -1.0046
35 P -3.32743 -2.74523 1.84881  -0.3102
36 P -2.90796 -4.82421 2.41635  1.0418
37 O -1.77593 -5.45886 1.70372  -0.4932
38 O -2.53786 -4.81564 3.98482  -0.4545
39 O -4.22653 -5.68726 2.27073  -0.6404
40 H -0.34087 -5.72583 -1.86667  0.7596
41 H 0.85699 -3.28790 1.53399  0.5991
42 H -0.73160 -3.92250 1.85237  1.8237
43 H 1.80348 0.11165 1.76836  0.8331
44 H 3.17612 -0.70853 1.09535  0.7299
45 H 2.82228 -1.16351 3.86065  0.2353
46 H 3.48990 -2.86265 0.91251  0.4310
47 H 4.38603 -4.82165 -0.18140  0.6219
48 H 3.54755 -5.55300 -2.36575  0.4588
49 H 1.78192 -4.22137 -3.49439  0.5084
50 H 0.79840 -2.27139 -2.35656  0.1856
51 H -0.93006 -2.71071 3.84003  0.3074
52 H 0.35163 0.98872 3.02873  0.0095
53 H -1.06562 2.04978 2.49040  0.2230
54 H -0.19553 1.11071 1.33209  0.4378
55 H -2.71488 -0.74234 4.11696  0.3039
56 H -1.45200 0.40127 4.61587  0.3146
57 H -2.86291 0.98031 3.75699  0.3446
58 H -3.88954 -0.89262 0.21164  1.2951
59 H -2.41952 -0.01595 0.35676  -0.0056
60 H -2.02502 0.02864 -1.86440  0.0880
61 H -2.79997 -1.57356 -2.22831  0.6534
62 H -3.95151 0.80153 -2.83329  0.4875
63 H -4.38439 0.72180 -1.15736  0.4365
64 H -6.27841 -0.33853 -4.14011  0.3716
65 H -3.28048 -4.88614 -0.51570  0.2021
66 H -3.00716 -4.18599 -2.05202  0.2548
67 H -4.15816 -3.39137 -1.00418  0.4152
68 H -4.59559 -2.74000 1.26519  0.1802
69 H -3.23054 -5.28167 4.47544  0.3393
70 H -4.02927 -6.36927 1.59578  0.4176
71 F 2.93560 1.16786 4.40462  -0.1487
72 C 3.70341 1.36641 5.50626  0.4716
73 C 4.70652 2.31030 5.45556  -0.5865
74 C 5.48466 2.50949 6.58643  -0.3550
75 C 5.25552 1.76394 7.73511  -0.5652
76 C 4.24093 0.81787 7.75716  -0.4547
77 C 3.44995 0.61598 6.63491  -0.3307
78 H 4.86972 2.87532 4.54797  0.4098
79 H 6.27198 3.25053 6.56973  0.3637
80 H 5.86686 1.92209 8.61280  0.3803
81 H 4.06150 0.23506 8.65023  0.3598
82 H 2.64567 -0.10872 6.63402  0.4442
83 Ca 1.51599 -5.16455 1.23538  1.7152
84 Br -1.55147 3.70995 1.25297  -0.8392
85 C -0.10623 5.41414 -2.60492  -0.4592
86 C -0.33558 6.78151 -2.51228  -0.6229
87 C 0.02143 7.61824 -3.55244  -0.2762
88 C 0.60399 7.06066 -4.68092  0.2648
89 C 0.84867 5.69933 -4.79237  -0.2582
90 C 0.48895 4.87574 -3.74113  -0.5299
91 N 0.95449 7.94070 -5.78092  1.0284
92 O 0.76047 9.12559 -5.67703  -0.5970
93 O 1.44251 7.43735 -6.80421  -0.8101
94 H -0.39768 4.77073 -1.78403  0.4666
95 H -0.79752 7.18890 -1.62416  0.4321
96 H -0.15435 8.68134 -3.48673  0.4455
97 H 1.30786 5.28871 -5.67843  0.3793
98 H 0.66719 3.81155 -3.80566  0.4562
99 F -2.37259 -6.46561 -1.15513  -0.8251
100 N 1.82266 8.08289 -9.55314  -0.4290
101 H 1.67827 7.15961 -9.96217  0.3844
102 H 1.53369 8.06439 -8.55716  0.3025
103 H 2.81067 8.33148 -9.60925  0.3798
104 H 1.26811 8.77239 -10.06140  0.4073